Record 1
12
Properties=species:S:1:pos:R:3 method="wB97M-V/def2-TZVPD" de_lowest_ev=0.406 smiles=NCN.S
N -1.4505 1.0521 0.4497
C -1.3646 -0.2115 -0.2546
N -0.2964 -1.1129 0.1818
H -1.6332 0.9940 1.4231
H -0.6951 1.6472 0.1884
H -2.3315 -0.6937 -0.1006
H -1.0904 0.0684 -1.2776
H -0.1295 -1.1274 1.1917
H -0.6037 -2.0673 0.0065
S 2.7002 0.2468 -0.2604
H 3.9233 0.7631 0.0051
H 2.9714 0.4412 -1.5531

=====

Record 2
66
Properties=species:S:1:pos:R:3 method="wB97M-V/def2-TZVPD" de_lowest_ev=0.000 charge=+1
Co -0.0662 0.2088 -0.6714
C -0.7470 4.2556 -1.4747
C -0.8564 2.9147 -1.8338
N -0.2342 2.1505 -0.9411
N 0.3063 2.9690 -0.0187
C -0.0091 4.2401 -0.3066
B 1.1693 2.3189 1.0963
N 2.2114 1.4126 0.3722
C 3.5485 1.3868 0.4396
C 4.0096 0.3769 -0.3862
C 2.8645 -0.1974 -0.9267
N 1.7920 0.4499 -0.4701
N 0.2451 1.3466 1.8687
C -0.1908 1.2813 3.1364
C -1.0659 0.2185 3.2494
C -1.1272 -0.3380 1.9783
N -0.3511 0.3619 1.1568
N 1.8704 3.3421 1.9340
C 2.6351 4.3829 1.4960
C 3.3301 4.8736 2.5666
C 2.9368 4.0500 3.6417
N 2.0765 3.1286 3.2598
H -1.1379 5.1136 -1.9920
H -1.3422 2.4691 -2.6864
H 0.3085 5.0475 0.3305
H 4.0793 2.0763 1.0754
H 5.0307 0.0892 -0.5604
H 2.7533 -1.0298 -1.6003
H 0.1964 1.9677 3.8678
H -1.5708 -0.1206 4.1358
H -1.6659 -1.1994 1.6211
H 2.6468 4.6803 0.4600
H 4.0156 5.7025 2.5793
H 3.2474 4.0963 4.6732
C -3.4804 4.2235 0.6828
Se -3.3218 2.2894 0.6531
C -3.8376 2.0560 -1.2134
C -3.9477 0.5874 -1.5620
Se -2.3936 -0.5726 -1.1677
C -2.1885 -1.3287 -2.9463
H -2.8143 4.6630 -0.0558
H -3.1843 4.5510 1.6763
H -4.5100 4.5177 0.4973
H -3.1295 2.5766 -1.8500
H -4.8193 2.5127 -1.3461
H -4.1545 0.4369 -2.6208
H -4.7476 0.1275 -0.9836
H -3.0905 -1.8893 -3.1756
H -1.3331 -1.9969 -2.9047
H -2.0309 -0.5400 -3.6773
F 0.5498 -9.0349 -1.8216
C 1.0724 -8.4951 -0.7067
F 0.4388 -9.0610 0.3351
F 2.3583 -8.8628 -0.6449
C 0.9043 -6.9989 -0.6975
C 2.0009 -6.1580 -0.6007
C 1.8125 -4.7856 -0.5931
C 0.5275 -4.2531 -0.6841
C -0.5708 -5.1121 -0.7799
C -0.3820 -6.4800 -0.7851
C 0.3320 -2.8317 -0.6764
C 0.1719 -1.6300 -0.6781
H 2.9962 -6.5728 -0.5302
H 2.6607 -4.1196 -0.5110
H -1.5678 -4.6972 -0.8449
H -1.2298 -7.1484 -0.8575

=====

Q: Which orbital gap values were calculated for the entries above? A: 10.01; 6.61, in eV.
Q: Which HOMO values were calculated for the entries above? A: -9.045; -11.116, in eV.
Q: Which M values were calculated for the entries above? A: 80.2; 723.2, in g mol⁻¹.